# 1
DFT (ωB97M-V with the def2-TZVPD basis set) results for a molecular structure, C2H2GdLiO2 in a non-equilibrium geometry.

Structure (XYZ):
```
8
Properties=species:S:1:pos:R:3:forces:R:3
C 0.01917 -0.60321 2.06711 -1.532 -3.879 0.477
C -0.86011 -1.06830 1.07357 -0.620 5.235 -6.009
O -0.52463 -0.66090 -0.17712 -0.686 -1.774 2.739
O 1.17724 -0.06332 1.71376 -1.597 0.001 1.200
H -1.89917 -1.37681 1.27100 0.514 -0.533 -0.051
Gd -0.06230 1.85811 1.07436 0.303 -0.797 -0.179
Li 1.38863 -1.24261 0.00802 0.136 -0.027 -0.294
H -0.60445 -1.58518 2.59691 3.481 1.774 2.117
```
Positions in Å, forces in eV/Å.

Spin multiplicity: 8
LUMO level (alpha / beta) (eV): -10.05 / -11.37
<S²>: 16.76
Total charge: +2
E_HOMO (alpha / beta) (eV): -18.7 / -17.5

=====

# 2
DFT (ωB97M-V with the def2-TZVPD basis set) results for a molecular structure, C2H2HgLiO2 in a non-equilibrium geometry.

Structure (XYZ):
```
8
Properties=species:S:1:pos:R:3:forces:R:3
H 1.89476 -0.90468 -1.13230 -2.314 2.707 2.735
O -1.20692 0.91451 0.03082 -0.752 -0.922 0.983
C -0.81821 -0.20800 0.51209 1.720 -0.593 -1.473
C 0.39316 -0.81664 0.38463 -1.943 -1.598 1.363
O 1.31259 -0.21581 -0.43956 2.670 -3.767 -3.248
Li -3.03783 1.19396 -0.36206 -0.486 0.094 -0.126
Hg 0.77070 1.75155 0.08300 1.271 3.801 -0.112
H 0.69175 -1.71489 0.92338 -0.166 0.278 -0.122
```
Positions in Å, forces in eV/Å.

Spin multiplicity: 2
LUMO level (alpha / beta) (eV): -12.18 / -11.92
<S²>: 0.79
Total charge: +2
E_HOMO (alpha / beta) (eV): -18.0 / -18.2

=====

# 3
DFT (ωB97M-V with the def2-TZVPD basis set) results for 2 unconnected molecules or ions with the total composition C2H2I2O2S in a non-equilibrium geometry.

Structure (XYZ):
```
9
Properties=species:S:1:pos:R:3:forces:R:3
O 2.76711 -2.52203 -2.22499 -0.781 -1.377 0.627
C 3.29822 -1.60488 -2.65555 -0.073 -0.097 0.063
O 3.83335 -0.69561 -3.09668 0.869 1.465 -0.692
I 0.79724 -2.14614 1.06616 -0.115 0.317 -0.125
C 0.24698 -0.23450 0.22772 0.441 0.048 0.001
S 1.48536 0.54984 -0.82284 -0.238 -0.118 0.084
I 3.14834 1.20305 0.73095 -0.048 -0.063 0.019
H -0.01558 0.41675 1.05584 -0.035 -0.095 -0.012
H -0.60992 -0.39097 -0.42260 -0.020 -0.081 0.036
```
Positions in Å, forces in eV/Å.

LUMO level (eV): -0.80
SMILES: O=C=O.ICSI
Total charge: 0
E_HOMO (eV): -9.0

=====

# 4
DFT (ωB97M-V with the def2-TZVPD basis set) results for a molecular structure, C2H2I2OS in a non-equilibrium geometry.

Structure (XYZ):
```
8
Properties=species:S:1:pos:R:3:forces:R:3
C 3.02555 -0.53057 -0.85910 1.244 1.582 -2.593
C -0.42678 -0.86230 0.18134 0.543 0.002 0.198
O 2.90998 -0.35829 -2.03675 0.194 -0.605 1.775
S -1.92331 -0.28296 0.45064 -1.348 -1.903 -0.600
I -0.30507 -2.90873 -0.07760 0.130 -0.022 -0.138
I 4.85480 0.04560 0.20507 -0.340 -0.268 -0.197
H 2.26854 -0.79046 -0.17857 -1.175 -0.689 1.023
H -2.75298 -1.50689 0.22874 0.751 1.903 0.532
```
Positions in Å, forces in eV/Å.

LUMO level (eV): -0.93
Total charge: 0
E_HOMO (eV): -9.4

=====

Energy above the lowest of the compared OMol25 structures with the same formula, charge and spin per entry: 309.3 0.0 0.0 211.9 kJ/mol